ORCA calculation (ωB97M-V with the def2-TZVPD basis set) on a 15-piece molecular cluster, C45H76O45 overall.

Atoms and positions in Å:
C -5.46 -2.84 2.03
C -4.45 -2.01 1.26
O -3.30 -2.72 1.52
C -3.51 -3.87 2.22
O -2.75 -4.79 2.44
O -4.75 -3.93 2.57
H -6.30 -3.26 1.48
H -5.80 -2.22 2.86
H -4.42 -0.97 1.59
H -4.83 -2.03 0.24
C 2.15 -5.90 -0.70
C 2.90 -5.37 0.49
O 2.38 -6.00 1.64
C 1.40 -6.93 1.28
O 0.77 -7.58 2.07
O 1.42 -7.01 -0.09
H 2.78 -6.25 -1.53
H 1.45 -5.16 -1.07
H 2.49 -4.38 0.68
H 3.94 -5.62 0.27
C -3.02 2.78 3.90
C -3.84 2.79 5.18
O -4.49 1.57 5.19
C -3.81 0.75 4.38
O -4.10 -0.41 4.26
O -2.80 1.48 3.74
H -2.07 3.21 4.21
H -3.44 3.28 3.03
H -4.54 3.63 5.16
H -3.11 2.80 5.99
C 4.29 3.24 2.98
C 3.17 3.83 2.11
O 3.12 2.93 1.03
C 3.65 1.71 1.40
O 3.67 0.69 0.72
O 4.25 1.88 2.59
H 3.89 3.43 3.98
H 5.27 3.68 2.79
H 3.45 4.82 1.76
H 2.24 3.89 2.67
C 0.39 2.33 -3.54
C 1.47 2.01 -2.56
O 2.76 1.97 -3.16
C 2.52 1.99 -4.40
O 3.39 2.01 -5.28
O 1.14 2.00 -4.68
H 0.07 3.37 -3.53
H -0.56 1.80 -3.45
H 1.26 1.02 -2.18
H 1.51 2.55 -1.61
C -3.27 1.62 -1.97
C -3.82 3.02 -1.86
O -4.22 3.10 -0.59
C -4.24 1.94 0.00
O -4.45 1.83 1.21
O -4.00 1.03 -0.86
H -2.20 1.56 -1.81
H -3.72 1.25 -2.89
H -4.70 2.99 -2.51
H -3.08 3.78 -2.10
C 2.67 -3.92 -6.17
C 3.32 -2.92 -5.23
O 2.45 -2.90 -4.11
C 1.41 -3.65 -4.19
O 0.44 -3.71 -3.48
O 1.47 -4.22 -5.44
H 3.15 -4.84 -6.50
H 2.46 -3.30 -7.03
H 3.32 -1.94 -5.71
H 4.33 -3.17 -4.90
C -2.14 -1.94 -2.49
O -1.40 -1.22 -3.44
C -2.15 -0.56 -4.39
O -3.36 -0.57 -4.52
O -1.34 0.01 -5.15
C -1.85 0.85 -6.19
H -1.45 -2.23 -1.70
H -2.55 -2.79 -3.06
H -2.98 -1.32 -2.17
H -2.70 1.45 -5.86
H -2.21 0.39 -7.11
H -1.06 1.60 -6.23
C -1.73 6.54 3.43
O -3.17 6.29 3.04
C -3.50 6.29 1.67
O -2.71 6.34 0.71
O -4.84 6.50 1.49
C -5.43 6.58 0.17
H -1.02 5.91 2.89
H -1.57 6.48 4.51
H -1.44 7.54 3.08
H -6.47 6.89 0.09
H -5.43 5.56 -0.24
H -4.83 7.20 -0.50
C 0.60 -3.69 4.30
O 1.55 -3.41 3.34
C 2.62 -2.89 3.63
O 2.91 -2.57 4.78
O 3.34 -2.68 2.51
C 4.46 -1.82 2.51
H -0.31 -4.17 3.93
H 0.12 -2.75 4.61
H 1.01 -4.25 5.14
H 4.77 -1.58 1.50
H 5.26 -2.26 3.11
H 4.21 -0.88 3.00
C -0.28 4.40 7.13
O -0.17 3.01 7.08
C 0.45 2.44 5.90
O 0.70 3.03 4.86
O 0.61 1.17 6.12
C 0.98 0.25 5.10
H -1.32 4.65 6.94
H 0.32 5.01 6.45
H -0.11 4.82 8.12
H 0.18 0.33 4.37
H 1.18 -0.72 5.56
H 1.90 0.48 4.56
C 0.09 6.50 -0.75
O 1.28 5.82 -1.20
C 1.97 6.16 -2.22
O 1.62 6.94 -3.15
O 3.06 5.40 -2.15
C 3.97 5.38 -3.32
H 0.27 7.57 -0.75
H -0.08 6.13 0.27
H -0.74 6.11 -1.34
H 3.62 4.79 -4.16
H 4.86 4.92 -2.88
H 4.17 6.42 -3.58
C -2.98 -8.05 -5.21
O -2.54 -7.57 -3.96
C -3.37 -6.73 -3.16
O -4.58 -6.60 -3.33
O -2.55 -6.30 -2.08
C -3.01 -5.26 -1.15
H -2.36 -7.55 -5.95
H -4.06 -7.98 -5.34
H -2.71 -9.11 -5.21
H -2.17 -4.94 -0.54
H -3.85 -5.65 -0.59
H -3.50 -4.42 -1.64
C 4.15 -0.98 -2.38
O 5.38 -1.37 -1.72
C 5.50 -2.74 -1.47
O 4.88 -3.71 -1.83
O 6.75 -2.85 -0.95
C 7.25 -3.98 -0.24
H 3.93 -1.15 -3.43
H 4.06 0.10 -2.25
H 3.32 -1.40 -1.81
H 6.68 -4.27 0.64
H 8.21 -3.69 0.18
H 7.27 -4.99 -0.64
C 0.41 -2.26 -0.03
O 0.78 -1.11 0.88
C 0.20 0.07 0.56
O -0.35 0.45 -0.47
O 0.12 0.74 1.72
C -0.51 2.03 1.78
H 1.00 -3.16 0.14
H 0.53 -1.96 -1.07
H -0.63 -2.51 0.13
H -1.57 1.98 1.54
H -0.06 2.72 1.06
H -0.55 2.59 2.72

Output
* total charge: 0
* ΔE to the lowest compared entry with this formula, charge and spin: 143.1 kcal per mole
* multiplicity: 1
* LUMO level: 0.00 eV
* orbital gap: 10.25 eV
* E_HOMO: -10.253 eV

ORCA calculation (ωB97M-V with the def2-TZVPD basis set) on a 15-piece molecular cluster, C45H76O45 overall.

Atoms and positions in Å:
C 1.16 -0.92 -5.77
C 0.64 -0.35 -4.48
O -0.12 0.73 -4.90
C -0.24 0.81 -6.26
O -0.99 1.59 -6.79
O 0.61 -0.10 -6.80
H 1.00 -1.99 -5.86
H 2.25 -0.87 -5.80
H 1.34 -0.06 -3.71
H -0.12 -0.95 -3.98
C -2.34 2.68 5.26
C -1.43 3.10 4.15
O -0.19 3.22 4.85
C -0.35 3.00 6.21
O 0.54 2.97 7.05
O -1.65 2.98 6.48
H -2.56 1.62 5.23
H -3.25 3.28 5.24
H -1.71 4.05 3.70
H -1.43 2.33 3.38
C -2.50 -7.76 0.45
C -1.82 -8.40 -0.73
O -2.42 -9.68 -0.86
C -2.71 -10.08 0.39
O -3.12 -11.16 0.76
O -2.73 -8.99 1.22
H -3.41 -7.27 0.10
H -1.82 -7.12 1.01
H -0.74 -8.42 -0.70
H -2.18 -7.91 -1.64
C 4.47 0.20 -1.04
C 4.81 0.07 0.41
O 6.00 0.83 0.64
C 6.15 1.64 -0.37
O 6.97 2.55 -0.47
O 5.29 1.26 -1.34
H 3.41 0.45 -1.14
H 4.82 -0.62 -1.66
H 5.03 -0.94 0.75
H 4.00 0.37 1.08
C 1.25 -5.24 2.65
C 2.00 -4.15 1.89
O 1.67 -4.52 0.61
C 0.62 -5.32 0.56
O 0.07 -5.62 -0.50
O 0.31 -5.74 1.78
H 0.68 -4.72 3.42
H 1.90 -5.99 3.10
H 3.03 -4.22 2.23
H 1.76 -3.13 2.20
C 0.52 -0.47 4.89
C 0.91 -1.73 4.14
O 2.36 -1.65 4.02
C 2.77 -0.57 4.65
O 3.90 -0.20 4.77
O 1.76 0.19 5.11
H 0.09 -0.77 5.84
H -0.20 0.19 4.40
H 0.53 -1.70 3.12
H 0.53 -2.67 4.55
C -2.20 4.42 0.25
C -1.85 2.93 -0.02
O -2.45 2.30 1.07
C -3.32 3.05 1.74
O -4.10 2.70 2.62
O -3.25 4.34 1.17
H -2.61 4.83 -0.67
H -1.34 5.03 0.52
H -0.77 2.85 0.08
H -2.22 2.39 -0.89
C 4.89 -1.89 -5.00
O 3.68 -2.60 -4.87
C 3.13 -2.79 -3.78
O 3.52 -2.38 -2.62
O 2.18 -3.66 -4.09
C 1.62 -4.43 -3.06
H 4.94 -1.00 -4.37
H 4.98 -1.61 -6.05
H 5.68 -2.59 -4.73
H 1.29 -3.82 -2.22
H 2.40 -5.10 -2.67
H 0.77 -4.96 -3.48
C 1.51 1.70 2.13
O 0.62 0.58 1.91
C 0.41 0.08 0.67
O 0.93 0.39 -0.37
O -0.45 -0.87 0.81
C -0.76 -1.72 -0.28
H 2.52 1.28 2.18
H 1.17 2.13 3.07
H 1.51 2.40 1.29
H -1.82 -1.88 -0.46
H -0.28 -2.68 -0.11
H -0.37 -1.43 -1.25
C 5.42 2.76 3.44
O 5.89 3.48 4.59
C 5.02 4.22 5.31
O 5.29 4.46 6.48
O 3.91 4.51 4.58
C 2.61 4.71 5.33
H 4.62 2.10 3.78
H 6.24 2.23 2.95
H 4.89 3.22 2.61
H 2.76 5.51 6.06
H 2.39 3.76 5.81
H 1.85 5.04 4.62
C 0.96 7.46 2.70
O 0.97 6.26 1.91
C 1.92 5.94 1.03
O 2.07 4.89 0.40
O 2.59 7.03 0.69
C 3.83 6.98 0.00
H 1.94 7.85 2.97
H 0.48 7.47 3.68
H 0.54 8.35 2.22
H 3.82 6.20 -0.77
H 4.51 6.87 0.84
H 3.92 7.97 -0.45
C -4.61 0.28 -2.67
O -4.65 -0.51 -3.83
C -3.50 -1.06 -4.33
O -2.47 -1.38 -3.77
O -3.55 -1.24 -5.69
C -2.64 -2.13 -6.36
H -3.82 1.03 -2.74
H -4.50 -0.44 -1.86
H -5.50 0.88 -2.47
H -1.67 -2.12 -5.86
H -2.56 -1.80 -7.40
H -3.13 -3.10 -6.35
C -3.14 -5.23 -3.54
O -4.12 -4.28 -3.08
C -4.04 -3.83 -1.83
O -3.04 -3.90 -1.18
O -5.07 -3.11 -1.40
C -6.25 -2.93 -2.07
H -3.55 -6.00 -4.19
H -2.84 -5.84 -2.69
H -2.31 -4.66 -3.97
H -6.89 -3.81 -2.14
H -6.05 -2.47 -3.04
H -6.89 -2.21 -1.57
C -2.59 -3.97 2.08
O -3.40 -2.80 2.16
C -2.96 -1.82 2.95
O -1.96 -1.84 3.73
O -3.73 -0.78 2.82
C -4.51 -0.48 1.67
H -2.43 -4.37 3.08
H -1.62 -3.71 1.67
H -3.04 -4.66 1.36
H -4.43 0.59 1.46
H -5.48 -0.98 1.67
H -4.07 -0.95 0.80
C 0.45 7.83 -2.44
O -0.55 6.89 -2.38
C -0.68 6.02 -3.37
O -0.25 6.17 -4.51
O -1.41 5.02 -2.91
C -1.56 3.82 -3.64
H 0.27 8.48 -3.29
H 1.39 7.28 -2.47
H 0.44 8.48 -1.57
H -2.37 3.14 -3.37
H -0.70 3.16 -3.51
H -1.56 3.98 -4.72

Output
* total charge: 0
* ΔE to the lowest compared entry with this formula, charge and spin: 90.6 kcal per mole
* multiplicity: 1
* LUMO level: -0.03 eV
* orbital gap: 9.93 eV
* E_HOMO: -9.961 eV

ORCA calculation (ωB97M-V with the def2-TZVPD basis set) on a 7-piece molecular cluster, C45H78N7O8 overall.

Atoms and positions in Å:
C 1.62 5.82 2.24
C 2.31 4.96 1.20
C 1.98 3.46 1.42
C 2.68 2.60 0.38
N 2.24 1.13 0.40
C 0.87 0.95 -0.36
C 1.29 0.66 -1.81
C 2.76 0.18 -1.82
C 3.18 0.16 -0.36
C 2.20 0.59 1.83
C 3.52 0.65 2.67
C 3.20 0.12 4.13
H 1.66 6.90 2.06
H 1.96 5.65 3.26
H 0.57 5.54 2.32
H 3.38 5.05 1.36
H 2.12 5.19 0.15
H 0.91 3.31 1.47
H 2.31 3.30 2.45
H 3.76 2.70 0.51
H 2.54 2.90 -0.66
H 0.28 0.19 0.14
H 0.23 1.83 -0.25
H 0.63 -0.14 -2.17
H 1.14 1.53 -2.45
H 2.95 -0.77 -2.31
H 3.47 0.84 -2.30
H 3.02 -0.88 -0.07
H 4.22 0.46 -0.28
H 1.76 -0.40 1.73
H 1.39 1.12 2.34
H 3.95 1.65 2.60
H 4.26 -0.02 2.23
H 3.37 -0.93 4.38
H 2.16 0.34 4.39
H 3.82 0.72 4.80
C 0.23 -2.95 -4.09
C -0.92 -2.77 -5.16
C -2.06 -3.74 -4.93
O -3.28 -3.52 -5.74
C -3.07 -3.69 -7.11
N -1.40 -1.30 -5.16
H -2.08 -1.03 -5.85
H -1.74 -1.06 -4.24
H -0.62 -0.66 -5.30
H 0.02 -2.49 -3.12
H 1.05 -2.39 -4.56
H 0.40 -4.02 -4.02
H -0.47 -2.84 -6.15
H -2.48 -3.53 -3.94
H -1.77 -4.78 -5.10
H -3.04 -4.76 -7.30
H -2.18 -3.23 -7.54
H -3.94 -3.46 -7.72
C -0.97 -0.88 2.57
C -2.31 -1.27 3.12
C -2.32 -1.54 4.62
O -2.30 -0.25 5.30
C -1.03 0.36 5.44
N -3.34 -0.29 2.69
H -4.23 -0.44 3.16
H -3.05 0.65 2.92
H -3.47 -0.36 1.69
H -0.81 -1.24 1.56
H -0.21 -1.40 3.15
H -0.83 0.20 2.47
H -2.73 -2.14 2.61
H -1.58 -2.28 4.93
H -3.28 -2.01 4.83
H -0.46 0.62 4.55
H -0.32 -0.17 6.07
H -1.02 1.41 5.74
C 2.37 -8.02 5.37
N 1.42 -7.38 4.44
C 1.73 -7.40 3.11
C 0.83 -6.78 2.24
C -0.40 -6.33 2.73
C -0.69 -6.48 4.06
C 0.18 -7.09 4.91
C -1.37 -5.65 1.89
C -0.97 -4.61 1.01
C -1.86 -3.98 0.13
N -3.17 -4.32 0.19
C -3.59 -5.34 1.00
C -2.69 -6.07 1.77
C -4.17 -3.60 -0.59
H 2.77 -8.88 4.85
H 1.77 -8.53 6.13
H 3.01 -7.21 5.74
H 2.67 -7.84 2.83
H 1.06 -6.78 1.18
H -1.68 -6.15 4.34
H -0.07 -7.23 5.96
H 0.04 -4.22 0.96
H -1.62 -3.19 -0.57
H -4.61 -5.67 0.94
H -3.10 -6.83 2.42
H -3.68 -2.99 -1.35
H -4.76 -3.05 0.14
H -4.78 -4.33 -1.12
C -2.89 6.71 0.00
N -1.69 6.20 -0.73
C -1.59 4.87 -1.09
C -0.52 4.43 -1.79
C 0.38 5.35 -2.34
C 0.28 6.72 -2.00
C -0.72 7.07 -1.11
C 1.48 4.88 -3.20
C 1.25 4.11 -4.34
C 2.33 3.67 -5.16
N 3.60 3.96 -4.80
C 3.89 4.70 -3.71
C 2.84 5.20 -2.90
C 4.69 3.53 -5.75
H -3.38 5.82 0.39
H -3.49 7.11 -0.81
H -2.53 7.42 0.75
H -2.38 4.23 -0.74
H -0.35 3.38 -2.01
H 0.94 7.47 -2.44
H -0.84 8.09 -0.77
H 0.25 3.81 -4.61
H 2.09 3.18 -6.09
H 4.94 4.87 -3.53
H 3.11 5.76 -2.02
H 4.38 2.77 -6.47
H 5.48 3.07 -5.16
H 5.05 4.37 -6.34
O -1.96 1.20 -0.96
C -2.10 -0.10 -1.17
O -2.59 -0.73 -0.27
O -1.86 -0.61 -2.25
H -2.29 1.42 -0.09
O -2.35 4.60 2.34
C -2.59 3.31 2.35
O -2.67 2.80 3.51
O -2.66 2.65 1.31
H -2.25 4.50 3.29

Output
* ⟨S²⟩: 0.76
* total charge: +6
* multiplicity: 2
* LUMO level (spin up / spin down): -13.72 / -17.04 eV
* orbital gap (spin up / spin down): 6.77 / 3.45 eV
* E_HOMO (spin up / spin down): -20.496 / -20.496 eV

Sequential total energy output: -140027.66758, -140029.94275, -74674.59950 eV
Sequential max |F| output: 6.4, 6.8, 6.0 eV/Å